A 2-piece molecular cluster, C3H9N2O3 overall in a non-equilibrium geometry. Source: the Open Molecules 2025 dataset; level of theory: wB97M-V/def2-TZVPD.

The geometry in ORCA input format:
```
! RIJCOSX wB97M-V def2-TZVPD def2/J DEFGRID3
* xyz -1 1
O 1.412 -2.786 1.308
C 0.693 -1.836 1.014
N -0.649 -1.931 1.320
C 1.207 -0.441 0.646
N 0.291 0.152 -0.317
C 0.384 1.740 -0.301
O 0.038 2.225 -1.482
H -1.237 -1.176 1.020
H -0.998 -2.839 1.556
H 2.217 -0.596 0.272
H 1.224 0.168 1.554
H 0.292 -0.224 -1.255
H 1.459 1.926 -0.093
H -0.351 1.955 0.511
H -2.394 0.538 -1.718
H -1.322 1.747 -1.861
O -2.266 1.375 -2.171
*
```

ΔE to the lowest compared entry with this formula, charge and spin = 37.7 kcal per mole



A 2-piece molecular cluster, H6N2O overall in a non-equilibrium geometry. Source: the Open Molecules 2025 dataset; level of theory: wB97M-V/def2-TZVPD.

The geometry in ORCA input format:
```
! RIJCOSX wB97M-V def2-TZVPD def2/J DEFGRID3
* xyz 0 1
H -3.120 -0.156 0.021
H -1.702 -0.602 -0.757
H -1.676 -0.058 0.950
H 0.898 -1.055 0.725
H 1.943 1.051 -0.373
H 0.260 1.025 -0.414
N -2.124 0.079 -0.037
N 1.130 0.705 0.130
O 1.295 -0.712 -0.099
*
```

ΔE to the lowest compared entry with this formula, charge and spin = 21.2 kcal per mole
SMILES = NO.N



C5H8S2 in the gas phase in a non-equilibrium geometry. Source: the Open Molecules 2025 dataset; level of theory: wB97M-V/def2-TZVPD.

The geometry in ORCA input format:
```
! RIJCOSX wB97M-V def2-TZVPD def2/J DEFGRID3
* xyz 0 1
C -0.838 2.232 -0.448
C -0.614 1.267 0.663
C -0.723 -0.177 0.198
C 2.044 0.186 -0.195
C 3.114 -0.143 0.431
H -0.814 3.286 -0.124
H -0.155 2.128 -1.281
H -1.861 2.120 -0.896
H 0.347 1.351 1.175
H -1.442 1.365 1.387
H 1.812 1.210 -0.550
H 3.293 -1.084 0.910
H 3.963 0.534 0.484
S -2.147 -0.990 0.117
S 0.707 -0.954 -0.430
*
```

ΔE to the lowest compared entry with this formula, charge and spin = 28.7 kcal per mole
SMILES = C=CSC(=S)CC



C23H41N2OP3Tl as an isolated structure in a non-equilibrium geometry. Source: the Open Molecules 2025 dataset; level of theory: wB97M-V/def2-TZVPD.

The geometry in ORCA input format:
```
! RIJCOSX wB97M-V def2-TZVPD def2/J DEFGRID3
* xyz 3 1
Tl 1.896 0.631 0.020
P -2.653 -1.502 -0.301
P 2.220 -2.534 0.437
P -1.965 -0.508 -2.135
H -0.574 4.667 1.003
C -1.300 4.572 0.184
C -2.485 3.931 0.222
H -2.999 3.714 1.158
C -1.702 -1.282 1.181
C -2.775 -3.264 -0.617
C -4.259 -0.809 0.050
C 3.984 -2.094 0.236
C 1.922 -3.132 2.101
C 1.758 -3.663 -0.903
C -1.978 1.254 -1.823
C -3.043 -1.000 -3.477
C -0.289 -0.981 -2.566
H -0.947 4.875 -0.815
H -3.214 4.183 -0.553
H -1.597 -0.244 1.495
H -0.740 -1.754 1.052
H -2.314 -1.847 1.933
H -1.779 -3.729 -0.650
H -3.280 -3.392 -1.583
H -3.362 -3.749 0.180
H -4.167 0.231 0.394
H -4.766 -1.407 0.829
H -4.803 -0.857 -0.903
H 4.535 -3.105 0.423
H 4.435 -1.307 0.911
H 4.266 -1.697 -0.780
H 2.776 -3.836 2.167
H 0.984 -3.691 2.285
H 2.017 -2.302 2.839
H 2.348 -4.560 -0.661
H 2.057 -3.243 -1.886
H 0.684 -3.954 -0.936
H -1.522 1.745 -2.703
H -1.405 1.518 -0.918
H -3.009 1.637 -1.722
H -2.624 -0.601 -4.420
H -4.051 -0.585 -3.320
H -3.097 -2.106 -3.548
H -0.173 -0.881 -3.657
H -0.016 -2.008 -2.286
H 0.390 -0.277 -2.087
C 4.063 1.897 -1.124
C 4.984 0.866 -1.503
C 5.383 1.107 -2.805
C 4.714 2.061 -3.616
C 3.593 2.827 -3.180
C 3.179 2.709 -1.917
O 3.631 1.807 0.183
H 1.403 -0.913 0.612
H 5.316 -0.022 -0.964
H 6.239 0.713 -3.245
H 5.089 2.349 -4.566
H 3.213 3.662 -3.682
H 2.175 2.908 -1.516
N -3.777 1.154 6.754
C -2.944 1.258 5.944
C -1.922 1.390 4.941
C -2.063 2.354 3.881
C -1.108 2.298 2.885
N -0.026 1.558 2.897
C 0.093 0.647 3.877
C -0.794 0.535 4.932
H -2.910 3.016 3.841
H -1.231 3.028 1.993
H 0.996 -0.046 3.833
H -0.680 -0.223 5.693
*
```

ΔE to the lowest compared entry with this formula, charge and spin = 99.8 kcal per mole



A 2-piece molecular cluster, C2HF2I2NO overall in a non-equilibrium geometry. Source: the Open Molecules 2025 dataset; level of theory: wB97M-V/def2-TZVPD.

The geometry in ORCA input format:
```
! RIJCOSX wB97M-V def2-TZVPD def2/J DEFGRID3
* xyz 0 3
C 0.674 -0.419 -2.380
C 0.380 0.841 1.717
N 0.546 0.716 -2.719
O 1.016 -1.456 -2.001
F 0.097 1.036 0.444
F 1.541 0.225 1.784
I -1.166 0.014 2.885
I -2.874 -2.213 3.334
H -0.215 1.254 -3.065
*
```

Electronic energy = -27260.661 eV
<S²> = 2.01



A 2-piece molecular cluster, C3H8O2S2 overall in a non-equilibrium geometry. Source: the Open Molecules 2025 dataset; level of theory: wB97M-V/def2-TZVPD.

The geometry in ORCA input format:
```
! RIJCOSX wB97M-V def2-TZVPD def2/J DEFGRID3
* xyz 0 1
C 2.012 -1.067 -0.542
S 0.410 -1.584 0.099
S -0.034 -0.199 1.570
C -1.595 -0.923 2.190
H 2.003 -0.106 -1.063
H 2.817 -1.076 0.230
H 2.238 -1.846 -1.283
H -1.506 -1.995 2.312
H -1.742 -0.463 3.202
H -2.460 -0.673 1.564
O 0.732 2.117 -1.980
C -0.319 1.553 -1.788
O -1.384 2.268 -1.442
H -0.511 0.474 -1.929
H -2.217 1.747 -1.524
*
```

ΔE to the lowest compared entry with this formula, charge and spin = 22.6 kcal per mole
SMILES = CSSC.O=CO



A 2-piece molecular cluster, C2H3FO2S overall in a non-equilibrium geometry. Source: the Open Molecules 2025 dataset; level of theory: wB97M-V/def2-TZVPD.

The geometry in ORCA input format:
```
! RIJCOSX wB97M-V def2-TZVPD def2/J DEFGRID3
* xyz 0 1
C -0.555 -0.565 2.384
C -0.198 -0.050 -1.110
O -1.080 0.353 1.923
O 0.108 -1.421 2.853
F 1.927 1.530 -1.714
S 1.374 0.647 -0.435
H -1.038 0.303 -0.564
H -0.080 -1.182 -1.261
H -0.458 0.385 -2.075
*
```

ΔE to the lowest compared entry with this formula, charge and spin = 0.0 kcal per mole
SMILES = O=C=O.CSF



A 8-piece molecular cluster, ClH14O7 overall in a non-equilibrium geometry. Source: the Open Molecules 2025 dataset; level of theory: wB97M-V/def2-TZVPD.

The geometry in ORCA input format:
```
! RIJCOSX wB97M-V def2-TZVPD def2/J DEFGRID3
* xyz -1 1
Cl 0.169 -0.435 -0.046
O -2.835 -0.690 1.174
H -1.990 -0.240 1.185
H -2.934 -0.992 0.270
O -0.650 0.400 -3.021
H -0.290 0.171 -2.165
H -1.528 0.017 -3.022
O 2.250 0.996 1.885
H 2.973 1.555 1.601
H 1.740 0.840 1.090
O -0.332 3.156 -0.353
H -1.055 3.252 -0.973
H -0.303 2.219 -0.161
O -1.824 -3.220 -0.158
H -1.260 -3.854 -0.600
H -1.331 -2.399 -0.188
O 3.030 -0.505 -1.766
H 3.239 0.411 -1.947
H 2.235 -0.469 -1.234
O 0.049 -0.005 3.148
H -0.325 -0.351 2.338
H 0.972 0.143 2.943
*
```

ΔE to the lowest compared entry with this formula, charge and spin = 8.2 kcal per mole



C5H8N2S in the gas phase in a non-equilibrium geometry. Source: the Open Molecules 2025 dataset; level of theory: wB97M-V/def2-TZVPD.

The geometry in ORCA input format:
```
! RIJCOSX wB97M-V def2-TZVPD def2/J DEFGRID3
* xyz 0 1
C -2.344 0.440 -0.363
C 0.934 -1.157 -0.088
C -0.592 -1.209 -0.235
C 1.316 0.014 0.845
C -1.093 0.129 -0.730
N -3.315 0.719 0.129
N 0.574 1.201 0.391
S 1.063 2.526 -0.308
H 1.348 -2.149 0.364
H 1.528 -0.962 -1.036
H -0.903 -1.847 -0.991
H -1.105 -1.443 0.780
H 0.933 -0.285 1.788
H 2.384 0.213 0.925
H -0.994 0.338 -1.761
H 0.267 3.471 0.289
*
```

ΔE to the lowest compared entry with this formula, charge and spin = 105.9 kcal per mole



C19H23BrF17IN2O5P as an isolated structure. Source: the Open Molecules 2025 dataset; level of theory: wB97M-V/def2-TZVPD.

The geometry in ORCA input format:
```
! RIJCOSX wB97M-V def2-TZVPD def2/J DEFGRID3
* xyz 1 1
C 3.476 0.391 0.754
C 3.068 -0.887 0.010
C 2.266 -1.918 0.830
Br 3.202 -2.525 2.403
C 0.860 -1.461 1.016
N 0.273 -0.826 1.978
I 1.044 -0.153 3.757
C -1.164 -0.578 1.665
C -1.771 0.647 2.344
C -3.012 1.071 1.600
O -3.975 0.428 1.402
F -2.908 2.332 1.128
C -1.108 -0.537 0.124
N -0.422 0.689 -0.261
C -0.168 -1.750 -0.070
P 0.410 -2.370 -1.750
O -0.992 -3.027 -2.240
O 0.437 -0.921 -2.537
H 4.493 0.314 1.132
H 3.441 1.238 0.067
H 2.801 0.631 1.574
H 3.965 -1.424 -0.305
H 2.496 -0.633 -0.885
H 2.184 -2.811 0.209
H -1.714 -1.481 1.949
H -1.065 1.473 2.399
H -2.074 0.404 3.365
H -2.102 -0.657 -0.317
H -0.109 0.618 -1.220
H -1.051 1.485 -0.230
H -0.687 -2.635 0.338
H -1.803 -2.648 -1.884
H 0.997 -0.970 -3.322
C 9.034 -2.032 -3.289
C 8.816 -2.150 -1.775
C 7.924 -3.287 -1.265
F 6.656 -3.143 -1.713
F 7.894 -3.239 0.085
F 8.384 -0.975 -1.269
F 10.044 -2.414 -1.244
O 8.239 -1.078 -3.964
C 7.027 -1.390 -4.495
C 5.922 -0.520 -3.880
F 5.877 -0.717 -2.545
F 4.724 -0.887 -4.398
F 6.731 -2.696 -4.379
F 7.052 -1.094 -5.814
H 10.051 -1.657 -3.391
H 8.998 -3.010 -3.771
H 8.314 -4.258 -1.579
H 6.103 0.535 -4.091
C -6.857 2.751 1.604
C -6.906 2.579 3.126
C -7.771 1.447 3.690
F -9.069 1.656 3.406
F -7.622 1.424 5.033
F -7.219 3.740 3.726
F -5.621 2.249 3.493
O -7.672 3.754 1.044
C -8.948 3.497 0.630
C -9.966 4.377 1.368
F -9.898 4.144 2.693
F -11.203 4.057 0.936
F -9.261 2.194 0.732
F -9.028 3.830 -0.679
H -5.841 3.094 1.408
H -6.973 1.793 1.096
H -7.456 0.482 3.283
H -9.765 5.431 1.169
*
```

Electronic energy = -166917.505 eV



C22H41BN7OsP as an isolated structure in a non-equilibrium geometry. Source: the Open Molecules 2025 dataset; level of theory: wB97M-V/def2-TZVPD.

The geometry in ORCA input format:
```
! RIJCOSX wB97M-V def2-TZVPD def2/J DEFGRID3
* xyz 4 5
C 2.673 -0.122 -2.006
N 1.298 -0.076 -2.371
N 1.341 -0.297 -3.780
C 2.598 -0.479 -4.179
C 3.468 -0.374 -3.087
B 0.015 -0.250 -4.608
N -1.039 -1.382 -4.342
N -1.701 -1.441 -3.101
C -2.611 -2.533 -3.267
C -2.475 -3.086 -4.510
C -1.484 -2.342 -5.156
Os -0.582 -0.395 -1.530
N -0.681 1.104 -4.295
N -1.085 1.275 -2.966
C -1.662 2.532 -2.932
C -1.626 3.116 -4.182
C -0.999 2.186 -5.020
H -2.062 2.904 -1.973
H -0.760 2.214 -6.065
H -1.995 4.076 -4.467
H 0.310 -0.299 -5.743
H -1.054 -2.416 -6.137
H 2.777 -0.666 -5.214
H -3.006 -3.921 -4.937
H 4.535 -0.476 -3.118
H -3.290 -2.799 -2.420
H 2.946 0.041 -0.947
H -2.359 -1.101 -0.012
C -2.582 -1.876 0.754
H -3.422 -2.479 0.421
H -1.692 -2.497 0.868
H -2.819 -1.386 1.694
C 2.577 1.438 0.933
C 2.213 0.163 1.713
C 2.713 -1.161 1.107
C 2.914 0.346 3.071
P 0.214 0.020 1.772
N -0.225 -0.656 0.227
C -0.175 -1.080 3.518
C 0.200 -0.289 4.773
C -1.622 -1.503 3.762
C 0.612 -2.397 3.438
C -0.741 1.788 1.697
C -0.414 2.655 2.921
C -0.377 2.558 0.431
C -2.246 1.515 1.648
H 3.658 1.444 0.736
H 2.372 2.336 1.525
H 2.051 1.546 -0.014
H 3.788 -1.083 0.898
H 2.600 -2.017 1.788
H 2.176 -1.454 0.204
H 2.575 1.244 3.593
H 2.832 -0.529 3.713
H 3.989 0.469 2.881
H -0.485 0.548 4.944
H 0.082 -0.965 5.631
H 1.225 0.084 4.829
H -1.940 -2.351 3.152
H -1.689 -1.910 4.780
H -2.341 -0.677 3.743
H 0.389 -2.957 2.525
H 1.691 -2.280 3.558
H 0.303 -3.025 4.287
H 0.659 2.830 3.028
H -0.902 3.630 2.786
H -0.813 2.233 3.846
H -0.473 1.906 -0.463
H -1.074 3.398 0.311
H 0.618 3.007 0.452
H -2.517 0.951 0.752
H -2.617 0.996 2.537
H -2.775 2.474 1.596
*
```

ΔE to the lowest compared entry with this formula, charge and spin = 39.4 kcal per mole
<S²> = 6.05



A 2-piece molecular cluster, C2H2FNO overall in a non-equilibrium geometry. Source: the Open Molecules 2025 dataset; level of theory: wB97M-V/def2-TZVPD.

The geometry in ORCA input format:
```
! RIJCOSX wB97M-V def2-TZVPD def2/J DEFGRID3
* xyz 0 1
C 1.013 0.104 0.500
C -0.089 0.782 0.360
N -1.735 -1.182 -0.561
O -1.473 -1.216 -1.691
F -0.507 1.979 0.225
H 1.982 0.516 0.550
H 0.809 -0.983 0.616
*
```

ΔE to the lowest compared entry with this formula, charge and spin = 114.9 kcal per mole



C36H39ClP2Pt as an isolated structure in a non-equilibrium geometry. Source: the Open Molecules 2025 dataset; level of theory: wB97M-V/def2-TZVPD.

The geometry in ORCA input format:
```
! RIJCOSX wB97M-V def2-TZVPD def2/J DEFGRID3
* xyz 0 3
Pt -4.866 2.034 -3.703
C 1.077 0.913 -1.121
C 1.194 1.895 -2.023
C 1.696 1.806 -3.424
C 0.673 1.409 -4.494
C -0.025 0.075 -4.294
C 0.354 -0.973 -3.548
C 1.530 -1.176 -2.651
C 1.476 -0.535 -1.234
C -4.125 0.222 -2.707
H 0.710 1.126 -0.109
H 0.948 2.916 -1.734
H 2.533 1.106 -3.434
H 2.039 2.806 -3.709
H -0.102 2.182 -4.572
H 1.154 1.446 -5.488
H -0.859 -0.125 -4.985
H -0.237 -1.895 -3.631
H 2.450 -0.866 -3.154
H 1.536 -2.258 -2.457
H 0.753 -1.113 -0.629
H 2.446 -0.673 -0.713
H -4.360 0.208 -1.608
H -3.042 0.240 -2.912
H -4.519 -0.660 -3.190
P -4.622 4.023 -4.774
P -5.426 1.346 -5.712
C -3.810 3.438 -6.298
C -4.220 2.236 -6.733
C -5.444 5.530 -5.444
C -5.079 6.046 -6.702
C -5.552 7.288 -7.107
C -6.475 7.963 -6.309
C -6.943 7.390 -5.118
C -6.439 6.164 -4.676
C -3.049 4.638 -4.022
C -2.216 3.631 -3.540
C -1.271 3.917 -2.569
C -0.828 5.234 -2.482
C -1.515 6.240 -3.160
C -2.659 5.967 -3.905
C -6.824 1.375 -6.968
C -7.386 2.569 -7.481
C -8.291 2.537 -8.552
C -8.638 1.323 -9.162
C -8.027 0.150 -8.715
C -7.114 0.189 -7.658
C -4.726 -0.326 -5.901
C -5.423 -1.328 -5.210
C -4.890 -2.616 -5.158
C -3.719 -2.904 -5.867
C -3.095 -1.926 -6.643
C -3.577 -0.619 -6.640
H -3.112 4.119 -6.808
H -4.023 1.809 -7.722
H -4.433 5.479 -7.370
H -5.188 7.696 -8.048
H -6.829 8.934 -6.652
H -7.694 7.921 -4.538
H -6.799 5.693 -3.757
H -2.477 2.589 -3.759
H -0.951 3.145 -1.865
H 0.054 5.438 -1.881
H -1.166 7.257 -3.116
H -3.259 6.705 -4.426
H -7.111 3.541 -7.066
H -8.743 3.462 -8.922
H -9.366 1.278 -9.979
H -8.260 -0.807 -9.182
H -6.604 -0.733 -7.389
H -6.341 -1.075 -4.669
H -5.388 -3.384 -4.568
H -3.288 -3.901 -5.831
H -2.228 -2.147 -7.262
H -3.055 0.156 -7.199
Cl -3.841 3.888 -0.812
C -3.893 2.361 -1.625
H -2.850 1.990 -1.603
H -4.507 1.771 -0.927
*
```

ΔE to the lowest compared entry with this formula, charge and spin = 55.3 kcal per mole
<S²> = 2.01



A 3-piece molecular cluster, ClHN2O2 overall in a non-equilibrium geometry. Source: the Open Molecules 2025 dataset; level of theory: wB97M-V/def2-TZVPD.

The geometry in ORCA input format:
```
! RIJCOSX wB97M-V def2-TZVPD def2/J DEFGRID3
* xyz -2 1
N -0.842 1.844 0.391
N -1.332 0.602 2.192
O 0.227 2.432 0.343
O -2.482 0.117 2.254
Cl 5.222 -5.716 -5.078
H -0.791 0.722 -0.101
*
```

ΔE to the lowest compared entry with this formula, charge and spin = 67.0 kcal per mole



C26H30BFN2O3Tl as an isolated structure. Source: the Open Molecules 2025 dataset; level of theory: wB97M-V/def2-TZVPD.

The geometry in ORCA input format:
```
! RIJCOSX wB97M-V def2-TZVPD def2/J DEFGRID3
* xyz -1 1
Tl 2.182 -0.488 0.721
C 0.252 2.370 -3.120
C 1.056 1.394 -2.259
C 2.453 1.967 -2.008
C 1.123 0.006 -2.858
C 1.661 -0.153 -4.130
C 1.778 -1.400 -4.715
C 1.358 -2.511 -4.002
C 0.821 -2.400 -2.726
C 0.397 -3.678 -2.023
C 1.185 -3.967 -0.744
C -1.109 -3.740 -1.762
C 0.688 -1.123 -2.132
N 0.228 -1.034 -0.805
C -1.002 -0.533 -0.579
C -1.914 -0.042 -1.539
C -3.142 0.498 -1.182
C -3.551 0.566 0.139
C -2.709 0.029 1.118
C -1.507 -0.510 0.753
F -0.745 -1.094 1.715
H 0.193 3.341 -2.622
H -0.766 2.017 -3.284
H 0.727 2.519 -4.094
H 0.557 1.314 -1.298
H 2.980 2.145 -2.949
H 3.068 1.288 -1.413
H 2.374 2.912 -1.466
H 1.998 0.724 -4.674
H 2.200 -1.508 -5.707
H 1.452 -3.499 -4.443
H 0.632 -4.485 -2.729
H 0.919 -3.261 0.040
H 2.260 -3.889 -0.915
H 0.965 -4.981 -0.395
H -1.405 -3.004 -1.016
H -1.387 -4.731 -1.393
H -1.676 -3.544 -2.674
H -1.629 -0.089 -2.583
H -3.789 0.880 -1.964
H -4.502 1.005 0.411
H -2.984 0.017 2.166
O 0.275 1.559 2.994
B 0.786 1.439 1.658
O 0.119 2.442 0.899
C -0.777 3.060 1.711
C -1.675 4.060 1.406
C -2.488 4.517 2.444
C -2.391 3.985 3.724
C -1.478 2.973 4.020
C -0.682 2.527 2.987
H -1.750 4.456 0.403
H -3.212 5.296 2.244
H -3.040 4.358 4.506
H -1.400 2.547 5.011
C 2.315 -0.436 4.431
C 1.638 -1.738 4.095
N 1.277 -2.521 5.159
O 1.435 -2.105 2.954
H 2.529 -0.332 5.494
H 1.673 0.379 4.098
H 3.246 -0.377 3.867
H 1.243 -2.124 6.081
H 0.666 -3.295 4.955
*
```

ΔE to the lowest compared entry with this formula, charge and spin = 0.0 kcal per mole